DFT (ωB97M-V with the def2-TZVPD basis set) results for an isolated ion of composition C7H14NOS and charge +1 at a distorted geometry.

```
! wB97M-V def2-TZVPD RIJCOSX def2/J DEFGRID3
* xyz 1 1
C 0.34 -1.18 -0.34
C -1.07 -1.37 -0.67
C -2.07 -1.09 0.42
C -2.29 0.41 0.54
C -1.07 1.13 1.22
C 0.11 1.22 0.29
C 3.10 0.65 -1.05
N 0.89 -0.01 0.05
O 2.85 -1.36 0.63
S 2.63 0.05 0.58
H 1.18 -1.83 -0.54
H -1.26 -0.93 -1.70
H -1.06 -2.38 -1.01
H -3.09 -1.57 0.14
H -1.65 -1.60 1.28
H -2.52 0.88 -0.47
H -3.12 0.52 1.22
H -1.34 2.16 1.50
H -0.76 0.54 2.12
H -0.26 1.66 -0.73
H 0.90 1.97 0.58
H 3.97 0.01 -1.39
H 3.41 1.67 -1.04
H 2.19 0.44 -1.64
*
```

The orbital gap is 9.68 eV. The calculation puts the energy above the lowest of the compared OMol25 structures with the same formula, charge and spin at 1.0812 eV.

Results of the Löwdin charge analysis, in e, for atoms 1 through 2: 0.0209 -0.1690

DFT (ωB97M-V with the def2-TZVPD basis set) results for a 2-piece molecular cluster, C7H14NOS overall at a distorted geometry.

```
! wB97M-V def2-TZVPD RIJCOSX def2/J DEFGRID3
* xyz 1 1
C 3.66 -0.61 0.06
C 4.89 -0.98 -0.08
C 2.42 -0.21 0.23
C 0.02 -0.82 0.09
C -1.57 2.64 -0.01
C -0.56 0.43 0.63
C -1.25 1.24 -0.49
N 1.31 -1.02 -0.09
O -0.73 -1.81 -0.31
S -3.81 -1.54 0.11
H 5.45 -0.77 -0.97
H 5.43 -1.46 0.72
H 2.21 0.77 0.63
H -2.16 2.62 0.90
H -2.13 3.17 -0.77
H -0.66 3.20 0.19
H -1.30 0.18 1.39
H 0.21 1.04 1.10
H -0.59 1.29 -1.36
H -2.17 0.73 -0.79
H -4.33 -1.76 -1.09
H 1.55 -1.92 -0.50
H -1.71 -1.68 -0.17
H -4.17 -2.73 0.57
*
```

The orbital gap is 9.90 eV. The calculation puts the energy above the lowest of the compared OMol25 structures with the same formula, charge and spin at 0.0000 eV.

Results of the Löwdin charge analysis, in e, for atoms 1 through 2: -0.0514 0.0679

DFT (ωB97M-V with the def2-TZVPD basis set) results for a 2-piece molecular cluster, C7H14NS overall at a distorted geometry.

```
! wB97M-V def2-TZVPD RIJCOSX def2/J DEFGRID3
* xyz 1 3
C -0.98 -1.60 -1.07
C 2.19 0.06 0.24
C 1.74 1.38 0.82
C 0.79 0.62 -0.06
C 0.76 1.10 -1.50
C -1.97 -1.60 1.17
C -0.30 -0.05 0.61
N -0.95 -1.16 0.14
S -2.10 1.62 0.51
H -0.28 -1.22 -1.73
H -1.62 -2.37 -1.25
H 2.86 -0.13 -0.62
H 2.33 -0.77 0.86
H 1.73 1.49 1.88
H 2.00 2.33 0.34
H 0.85 0.13 -2.05
H 1.64 1.76 -1.68
H -0.24 1.57 -1.74
H -2.23 -0.73 1.70
H -1.48 -2.36 1.63
H -3.02 -1.97 0.74
H -0.18 -0.12 1.66
H -1.55 2.01 -0.60
*
```

The orbital gap (alpha / beta) is 8.10 / 6.84 eV. The calculation puts the energy above the lowest of the compared OMol25 structures with the same formula, charge and spin at 0.5282 eV.

Results of the Löwdin charge analysis, in e, for atoms 1 through 2: 0.1441 -0.0379

DFT (ωB97M-V with the def2-TZVPD basis set) results for a 2-piece molecular cluster, C7H14O overall at a distorted geometry.

```
! wB97M-V def2-TZVPD RIJCOSX def2/J DEFGRID3
* xyz 0 1
C -2.59 -0.34 1.21
C -1.96 0.77 1.57
C -0.70 1.20 0.92
C 0.50 0.73 1.22
C 1.73 1.17 0.45
C 1.93 0.56 -0.94
C 2.24 -0.91 -0.89
H -2.31 -0.98 0.38
H -3.51 -0.69 1.67
H -2.42 1.27 2.41
H -0.78 2.00 0.19
H 0.62 -0.09 1.91
H 1.71 2.27 0.51
H 2.62 1.07 1.09
H 1.04 0.79 -1.52
H 2.73 1.18 -1.35
H 3.21 -1.15 -0.45
H 2.33 -1.27 -1.92
H 1.44 -1.47 -0.40
O -2.92 -1.92 -2.12
H -2.23 -1.96 -2.73
H -2.69 -2.23 -1.21
*
```

The orbital gap is 10.34 eV. As for the SMILES: C=C/C=C/CCC.O. The calculation puts the energy above the lowest of the compared OMol25 structures with the same formula, charge and spin at 2.0003 eV.

Results of the Löwdin charge analysis, in e, for atoms 1 through 2: 0.0053 -0.1764